# C43H51N6P2SSi2TeTi

A molecular structure, C43H51N6P2SSi2TeTi in a non-equilibrium geometry (ωB97M-V with the def2-TZVPD basis set, the OMol25 dataset).

Calculated values
- Energy above the lowest of the compared OMol25 structures with the same formula, charge and spin: 0.467 eV
- HOMO-LUMO gap: 6.506 eV
- LUMO: -2.99 eV
- Energy: -129935.2243 eV
- Total charge: +1

Geometry (Å):
Ti 0.61992 -0.30727 -1.26381
N 3.15861 -0.18954 -1.09880
N 3.86160 0.83803 -1.73487
C 3.22149 1.58107 -2.65863
N 3.97459 2.43046 -3.36132
S 1.57647 1.43623 -2.95087
H 3.49244 -0.27889 -0.14677
H 3.29628 -1.07840 -1.57758
H 4.87058 0.78102 -1.75313
H 4.93294 2.61911 -3.11922
H 3.50792 3.07709 -3.97499
C 3.50260 -3.84312 -0.70564
Si 1.63030 -3.73196 -0.82211
C 0.88568 -5.02648 -1.93714
C 1.05907 -4.10315 0.90400
N 1.17783 -2.13800 -1.47435
C 1.17992 -1.99372 -2.88048
C 2.15504 -2.55740 -3.73508
C 2.07367 -2.39762 -5.09550
C 1.04860 -1.62399 -5.65719
C 0.12109 -1.01966 -4.85182
C 0.14968 -1.20996 -3.45408
N -0.71560 -0.56983 -2.56082
Si -2.33995 -0.05676 -3.10570
C -3.06815 -1.51452 -4.00852
C -2.18092 1.46451 -4.18408
C -3.40443 0.32568 -1.64574
H 3.77535 -4.86469 -0.42025
H 3.85448 -3.19367 0.10487
H 4.06832 -3.60194 -1.60803
H 1.34750 -5.99867 -1.73655
H 0.98502 -4.81926 -3.00316
H -0.18125 -5.12128 -1.71104
H 1.14561 -5.19319 1.00037
H 0.02211 -3.84486 1.11930
H 1.70038 -3.66083 1.66600
H 2.94722 -3.16327 -3.31549
H 2.80261 -2.87528 -5.73810
H 0.99928 -1.49162 -6.73032
H -0.63712 -0.38266 -5.28507
H -2.52049 -1.80508 -4.90640
H -4.09649 -1.28073 -4.30219
H -3.10601 -2.38122 -3.34049
H -2.17474 1.23498 -5.25342
H -1.26711 2.01906 -3.95076
H -3.02601 2.13395 -3.99978
H -3.15655 -0.28960 -0.77788
H -4.44655 0.11787 -1.91313
H -3.34004 1.37793 -1.37025
Te 0.97353 2.13680 3.23058
C -0.57414 1.68707 4.59939
C -0.33704 0.90509 5.72091
C -1.39616 0.63554 6.58250
N -2.63607 1.08205 6.38992
C -2.84752 1.84511 5.31435
C -1.85735 2.17988 4.40163
C 0.18135 1.16465 1.55169
P -0.33980 1.99155 0.10019
C -1.79973 2.97503 0.64318
C -1.74660 4.33242 0.95463
C -2.83756 4.96512 1.54094
C -3.99594 4.25565 1.81951
C -4.05178 2.89668 1.53485
C -2.95692 2.26258 0.96809
C 0.85969 3.29189 -0.37902
C 2.17993 3.23563 0.05767
C 3.11279 4.17295 -0.37051
C 2.73771 5.17113 -1.25885
C 1.42866 5.21993 -1.72315
C 0.49916 4.28782 -1.28617
P 0.20624 -0.54728 1.22891
C -1.44687 -1.29783 1.45776
C -2.26515 -0.86921 2.50349
C -3.54586 -1.38063 2.64670
C -4.02661 -2.31851 1.73807
C -3.22577 -2.74006 0.68741
C -1.94115 -2.22906 0.54509
C 1.25758 -1.30128 2.50288
C 0.72024 -2.02848 3.55887
C 1.54990 -2.54296 4.54765
C 2.92031 -2.33982 4.48840
C 3.46497 -1.60080 3.44516
C 2.63266 -1.08086 2.46879
H 0.64295 0.48810 5.92052
H -1.23741 0.02360 7.46397
H -3.85921 2.21427 5.17863
H -2.08822 2.81487 3.55568
H -0.85014 4.90708 0.76598
H -2.77355 6.01863 1.78460
H -4.84524 4.75419 2.26980
H -4.94238 2.32521 1.76697
H -2.99497 1.19623 0.80568
H 2.48503 2.45188 0.74076
H 4.12929 4.13172 0.00437
H 3.45661 5.91522 -1.58004
H 1.12792 5.99346 -2.41902
H -0.51742 4.33331 -1.66255
H -1.90140 -0.11843 3.19614
H -4.16984 -1.04543 3.46627
H -5.02933 -2.71309 1.84689
H -3.60299 -3.45927 -0.02991
H -1.33134 -2.54131 -0.29379
H -0.34445 -2.21285 3.60706
H 1.11999 -3.10997 5.36399
H 3.56388 -2.74477 5.25915
H 4.53127 -1.41676 3.40765
H 3.05143 -0.45257 1.69566